Computed, not measured: C5H12OSi2 in the gas phase in a non-equilibrium geometry, with ωB97M-V with the def2-TZVPD basis set.

The geometry in XYZ format:
```
20
C5H12OSi2 (ωB97M-V with the def2-TZVPD basis set)
C 0.00570 0.33115 -0.32700
C -1.14691 -0.28835 0.06192
C -0.06891 1.84636 -0.18154
C -1.51995 1.92478 0.20027
C 1.21884 -0.57157 -0.71371
O -2.16826 0.63311 0.31201
Si -1.78594 -2.06706 0.18863
Si 2.76601 -0.52771 0.54442
H 0.70739 2.19996 0.49272
H 0.03324 2.38394 -1.10255
H -1.46656 2.50260 1.11229
H -2.14274 2.49811 -0.46076
H 0.80403 -1.62051 -0.91971
H 1.59573 -0.28672 -1.63831
H -2.49944 -2.22824 1.34635
H -0.52992 -2.76321 -0.04865
H -2.92692 -2.42503 -0.86667
H 3.69129 -1.54114 -0.01869
H 2.06350 -0.83017 1.80977
H 3.36982 0.82970 0.20921
```

Computed properties:
<S²>: 2.007
E_tot in hartree: -851.69516
Charge: 0
HOMO energy (spin up / spin down) in eV: -4.65 / -10.66
Energy relative to the best compared isomer or geometry (same formula, charge and spin) in kJ/mol: 99.74
2S+1: 3

Calculated atomic charges, method Mulliken, unit e: C 0.6049; C -0.3643; C -0.3843; C -0.4331; C -0.9733; O -0.3749; Si 0.4002; Si 0.3402; H 0.3144; H 0.2265; H 0.2634; H 0.3347; H 0.2983; H 0.4267; H -0.1545; H -0.1585; H -0.1160; H -0.1038; H -0.0723; H -0.0741



Computed, not measured: a gas-phase ion, C4H7N2S (charge +1) in a non-equilibrium geometry, with ωB97M-V with the def2-TZVPD basis set.

The geometry in XYZ format:
```
14
C4H7N2S (ωB97M-V with the def2-TZVPD basis set)
C 0.33115 0.33476 0.72807
C -0.38158 0.33594 -0.61516
C -1.08133 -1.40906 1.49378
C 1.32926 1.16876 1.05982
N -0.21511 -0.52991 1.65516
N -0.62580 -1.05855 -1.08609
S -1.82238 -2.03256 -0.04578
H -1.35792 0.82148 -0.50451
H 0.19825 0.87855 -1.36386
H -1.47753 -1.93440 2.34765
H 1.75634 1.13937 2.04629
H 1.73093 1.87345 0.35641
H -1.00546 -1.04655 -2.04067
H 0.25662 -1.58982 -1.10460
```

Computed properties:
SMILES: C=C1C[NH2+]SC=N1
E_tot in hartree: -663.99715
Charge: +1
HOMO energy in eV: -13.56
Energy relative to the best compared isomer or geometry (same formula, charge and spin) in kJ/mol: 203.53

Calculated atomic charges, method Mulliken, unit e: C 0.6984; C -0.6596; C 0.0542; C -0.9025; N -0.4289; N -0.3775; S 0.1159; H 0.3032; H 0.4161; H 0.3877; H 0.3261; H 0.2631; H 0.4064; H 0.3976



Computed, not measured: a molecular structure, C39H39BaN6O2 in a non-equilibrium geometry, with ωB97M-V with the def2-TZVPD basis set.

The geometry in XYZ format:
```
87
C39H39BaN6O2 (ωB97M-V with the def2-TZVPD basis set)
Ba -0.28965 -0.26136 0.04498
C 1.50214 -3.09767 1.14882
C 2.59509 -2.72147 0.14932
C 2.18264 -2.99221 -1.29237
N 1.00584 -2.23699 -1.66948
C 0.50815 -2.44538 -2.86266
C 1.18514 -3.29236 -3.80325
C 0.90226 -3.76975 -5.06573
C -0.20320 -3.55820 -5.87560
C -1.26419 -2.73466 -5.53688
C -1.48562 -1.96894 -4.40904
C -0.78271 -1.75243 -3.17959
N -1.25906 -0.94166 -2.26402
C -2.51069 -0.26803 -2.54935
C -2.98680 0.68929 -1.45739
C -3.62966 0.03493 -0.23323
N -2.67368 -0.53377 0.69366
C -3.12355 -1.14123 1.76603
C -4.52581 -1.23875 2.02694
C -5.28058 -1.90733 2.97114
C -4.89606 -2.61644 4.09727
C -3.58535 -2.73095 4.53748
C -2.41375 -2.30149 3.95178
C -2.09136 -1.71299 2.68448
N -0.84592 -1.62350 2.28426
C 0.18245 -2.22096 3.11329
C 1.52679 -2.21796 2.39428
H 1.57001 -4.15510 1.41887
H 0.54004 -2.94627 0.65900
H 3.52271 -3.26136 0.35958
H 2.81381 -1.65767 0.24811
H 1.99056 -4.07153 -1.40149
H 3.04209 -2.75469 -1.93960
H 2.14017 -3.65132 -3.45114
H 1.67161 -4.41554 -5.48103
H -0.23808 -4.05981 -6.83562
H -2.05115 -2.66785 -6.28380
H -2.41908 -1.43264 -4.47662
H -3.31167 -1.00346 -2.72602
H -2.40423 0.32665 -3.46985
H -3.73910 1.33823 -1.91234
H -2.15934 1.31788 -1.13347
H -4.32892 -0.73952 -0.58652
H -4.22735 0.80804 0.27328
H -5.14223 -0.73889 1.29504
H -6.35414 -1.84507 2.81235
H -5.67726 -3.06354 4.70099
H -3.45319 -3.22503 5.49643
H -1.55172 -2.49977 4.57050
H -0.07796 -3.26025 3.36550
H 0.29211 -1.66986 4.05943
H 2.31336 -2.53097 3.08607
H 1.73864 -1.18979 2.09511
C 3.30091 0.42688 -1.98288
O 2.70863 0.71632 -0.73286
C 3.49469 0.67830 0.37668
C 4.84145 0.34863 0.38346
C 5.54331 0.31151 1.58439
C 4.91457 0.62206 2.77706
C 3.57729 0.99443 2.76978
C 2.85940 1.02445 1.58257
N 1.50535 1.41185 1.49368
N 1.30286 2.50032 2.11557
C 0.19993 3.25011 1.87623
C -0.58743 3.05675 0.69574
O -0.55482 1.98114 0.03680
C -1.32798 4.20202 0.21527
C -1.39406 5.35667 0.91160
C -0.73112 5.51808 2.16905
C -0.85470 6.69751 2.92269
C -0.22513 6.82765 4.13653
C 0.55963 5.77326 4.62275
C 0.70939 4.61818 3.89334
C 0.06656 4.45813 2.65207
H 3.82214 -0.53439 -1.97001
H 3.99955 1.21685 -2.27629
H 2.48530 0.36991 -2.69957
H 5.35955 0.12117 -0.53857
H 6.58950 0.03263 1.56994
H 5.46367 0.58420 3.70960
H 3.06281 1.26641 3.68168
H -1.86377 4.08140 -0.71927
H -1.97505 6.19118 0.53206
H -1.45371 7.50918 2.52420
H -0.33492 7.73850 4.71171
H 1.03965 5.87066 5.58905
H 1.32207 3.80705 4.26292
```

Computed properties:
E_tot in hartree: -2014.09121
Charge: -1
HOMO energy in eV: -4.01

Calculated atomic charges, method Mulliken, unit e: Ba 1.6039; C -0.9883; C 1.0651; C -1.9169; N 0.5220; C 0.3501; C -0.7344; C -0.6953; C -0.6032; C -0.7832; C -0.6501; C 0.7033; N 0.3190; C -1.0971; C -0.8594; C -1.1459; N 0.2933; C 0.6593; C -0.7879; C -0.6251; C -0.6112; C -0.5451; C -0.8816; C 0.3271; N 0.5431; C -1.6730; C 0.3909; H 0.4021; H 0.1941; H 0.5686; H -0.8915; H 0.7045; H 0.5288; H 0.2062; H 0.2921; H 0.3078; H 0.2806; H 0.2584; H 0.5018; H 0.6416; H 0.6740; H -0.3390; H 0.5534; H 0.6585; H 0.2401; H 0.3006; H 0.2955; H 0.2983; H 0.3100; H 0.6229; H 0.5042; H 0.4920; H -0.5795; C -0.9447; O -0.0819; C 0.2718; C -0.5932; C -0.6399; C -0.8381; C 0.0224; C -0.1683; N 0.9114; N -0.7730; C 0.0882; C 0.1792; O -0.5315; C -0.8913; C -0.9230; C 0.8401; C -0.8199; C -0.4409; C -0.6723; C -0.5146; C 0.4962; H 0.3315; H 0.4079; H 0.1431; H 0.3838; H 0.3942; H 0.3784; H 0.4592; H 0.4668; H 0.3111; H 0.3534; H 0.3753; H 0.3727; H 0.4401



Computed, not measured: 2 unconnected molecules or ions with the total composition C2H9NOS2 in a non-equilibrium geometry, with ωB97M-V with the def2-TZVPD basis set.

The geometry in XYZ format:
```
15
C2H9NOS2 (ωB97M-V with the def2-TZVPD basis set)
N -1.47434 0.22922 1.10174
C -0.00463 -0.32125 1.01685
C 1.00583 0.59238 0.22698
S 1.24791 2.30043 0.99813
S 3.04259 2.76496 0.35575
H -1.55845 1.14535 0.75330
H -1.78947 0.04464 1.99562
H 0.36025 -0.48352 2.01918
H -0.05393 -1.17710 0.31313
H 1.94140 0.12258 0.17764
H 0.55596 0.75738 -0.79875
H 2.98402 3.36725 -0.90994
H -2.29886 -2.43750 -2.03277
H -1.69649 -3.61759 -2.94059
O -2.26179 -3.28724 -2.27627
```

Computed properties:
SMILES: NCCSS.O
E_tot in hartree: -1007.91630
Charge: 0
HOMO energy in eV: -9.13
Energy relative to the best compared isomer or geometry (same formula, charge and spin) in kJ/mol: 124.87

Calculated atomic charges, method Mulliken, unit e: N -0.5103; C -0.4139; C -0.7512; S -0.0363; S -0.2502; H 0.1964; H 0.2108; H 0.3561; H 0.2277; H 0.4759; H 0.3520; H 0.1471; H 0.2959; H 0.3153; O -0.6151



Question: Which of these has the highest E_tot?
Answer: C4H7N2S



Question: What is the E_tot in the third record?
Answer: -2014.09121 hartree



Please write out number 2 again, unchanged.
Computed, not measured: a gas-phase ion, C4H7N2S (charge +1) in a non-equilibrium geometry, with ωB97M-V with the def2-TZVPD basis set.

The geometry in XYZ format:
```
14
C4H7N2S (ωB97M-V with the def2-TZVPD basis set)
C 0.33115 0.33476 0.72807
C -0.38158 0.33594 -0.61516
C -1.08133 -1.40906 1.49378
C 1.32926 1.16876 1.05982
N -0.21511 -0.52991 1.65516
N -0.62580 -1.05855 -1.08609
S -1.82238 -2.03256 -0.04578
H -1.35792 0.82148 -0.50451
H 0.19825 0.87855 -1.36386
H -1.47753 -1.93440 2.34765
H 1.75634 1.13937 2.04629
H 1.73093 1.87345 0.35641
H -1.00546 -1.04655 -2.04067
H 0.25662 -1.58982 -1.10460
```

Computed properties:
SMILES: C=C1C[NH2+]SC=N1
E_tot in hartree: -663.99715
Charge: +1
HOMO energy in eV: -13.56
Energy relative to the best compared isomer or geometry (same formula, charge and spin) in kJ/mol: 203.53

Calculated atomic charges, method Mulliken, unit e: C 0.6984; C -0.6596; C 0.0542; C -0.9025; N -0.4289; N -0.3775; S 0.1159; H 0.3032; H 0.4161; H 0.3877; H 0.3261; H 0.2631; H 0.4064; H 0.3976



Question: Number 1 is which compound?
Answer: C5H12OSi2